Entry 1:
Density functional theory data (ωB97M-V/def2-TZVPD) for a cluster of 3 separate species, C5H15N2S in total at a distorted geometry.

Summary:
- Lowest unoccupied orbital energy: -9.14 eV
- Energy: -706.7151 a.u.
- HOMO level: -12.24 eV
- Energy relative to the best compared isomer or geometry (same formula, charge and spin): 686.48 kJ/mol
- Charge: +1
- Orbital gap: 3.09 eV
- Spin multiplicity: 1

XYZ file:
```
23
Properties=species:S:1:pos:R:3:lowdin_charge:R:1
C 5.94925 -1.92781 -1.57195 -0.076
N -0.89078 0.14438 1.15708 0.337
C -1.79546 1.14369 0.83342 -0.492
C -3.19372 0.44162 0.81097 -0.521
S -4.57902 1.52459 0.40612 0.848
C -1.79649 2.23727 1.93017 0.011
C 4.64607 -1.92723 -1.29329 -0.090
N -0.43230 -0.89595 -1.63391 0.098
H 6.36810 -2.58767 -2.32869 0.048
H 6.71648 -1.62662 -0.86962 0.049
H 0.06315 0.55118 1.14406 0.133
H -1.70156 1.62051 -0.17733 0.195
H -3.43314 0.19369 1.84881 0.075
H -3.07653 -0.50143 0.28414 0.089
H -4.72195 1.17644 -0.86262 -0.120
H -1.88663 1.81405 2.93302 0.107
H -0.86012 2.79494 1.96570 0.102
H -2.65238 2.89356 1.76191 0.090
H 3.84950 -2.27845 -1.93028 0.036
H 4.42291 -1.25094 -0.47105 0.034
H 0.52129 -1.26102 -1.61908 0.043
H -0.53139 -0.53129 -0.67758 -0.038
H -0.98531 -1.74749 -1.63999 0.044
```


Entry 2:
Density functional theory data (ωB97M-V/def2-TZVPD) for a structure of composition C6H8KLiO6 at a distorted geometry.

Summary:
- Lowest unoccupied orbital energy: -0.86 eV
- Energy: -1292.3096 a.u.
- HOMO level: -5.76 eV
- Energy relative to the best compared isomer or geometry (same formula, charge and spin): 194.72 kJ/mol
- Orbital gap: 4.90 eV
- Spin multiplicity: 1

XYZ file:
```
22
Properties=species:S:1:pos:R:3:lowdin_charge:R:1
O 2.04799 -0.91624 0.89064 -0.107
C 1.21380 0.17528 1.02204 -0.306
C 2.68992 -0.89109 -0.39174 -0.171
O 0.14094 -0.04734 0.07986 -0.011
O 2.09818 1.25731 0.29132 -0.342
C 2.84872 0.60278 -0.71606 -0.221
H 2.05507 -1.38008 -1.14441 0.109
H 3.65482 -1.40331 -0.28756 0.115
H 2.49551 0.79960 -1.74100 0.107
H 3.90216 0.91477 -0.66022 0.106
O -1.76192 -0.11736 1.38365 -0.001
C -1.05738 0.59182 0.39133 -0.812
C -2.35023 -1.23609 0.75642 -0.148
O -0.95578 1.87400 0.66329 -0.314
O -1.89382 0.42887 -0.78888 -0.122
C -2.76258 -0.68300 -0.61402 -0.148
H -3.19977 -1.57427 1.35910 0.126
H -1.62172 -2.05575 0.65758 0.131
H -3.80326 -0.33069 -0.62135 0.116
H -2.61462 -1.40768 -1.42461 0.125
K 1.02813 3.00874 1.55034 0.964
Li -2.15417 2.38972 -0.65570 0.802
```


Entry 3:
Density functional theory data (ωB97M-V/def2-TZVPD) for the molecule C7H12N4O2 at a distorted geometry.

Summary:
- Lowest unoccupied orbital energy: -0.71 eV
- Energy: -643.3617 a.u.
- HOMO level: -8.81 eV
- Energy relative to the best compared isomer or geometry (same formula, charge and spin): 209.65 kJ/mol
- Orbital gap: 8.09 eV
- Spin multiplicity: 1

XYZ file:
```
25
Properties=species:S:1:pos:R:3:lowdin_charge:R:1
N -3.06699 -1.85012 2.46831 0.241
O -0.61146 -3.56388 -1.05022 0.066
O -1.74292 0.59430 -1.34103 0.070
N -2.17609 -2.29857 1.77521 -0.070
C -1.04595 -2.64429 -0.36448 -0.468
C -1.33884 -0.23632 -0.56122 -0.438
C -1.23981 -2.88002 1.04583 -0.050
N -1.44458 -1.50507 -1.03780 0.167
N 0.00819 1.57196 0.69130 -0.027
C -0.65362 0.20516 0.75739 -0.102
C 2.32279 0.69260 0.20956 -0.069
C 1.16979 2.28354 -1.32850 -0.077
C 1.31902 1.82793 0.11790 -0.487
H -0.76943 -3.76965 1.45766 0.137
H -1.58465 -1.59071 -2.05058 0.181
H -0.66328 2.32753 0.38083 0.134
H -1.42091 0.27896 1.49870 0.091
H 0.07611 -0.55542 1.08774 0.106
H 1.91867 -0.21788 -0.25911 0.076
H 3.20677 0.96161 -0.37032 0.078
H 2.59732 0.52295 1.26862 0.089
H 0.43148 3.06565 -1.39632 0.067
H 2.13371 2.67353 -1.72330 0.086
H 0.82807 1.43308 -1.92690 0.076
H 1.74660 2.67313 0.65071 0.124
```


Entry 4:
Density functional theory data (ωB97M-V/def2-TZVPD) for the molecule C4H4FNOS at a distorted geometry.

Summary:
- Lowest unoccupied orbital energy (alpha / beta): -0.22 / -1.99 eV
- Energy: -782.6971 a.u.
- HOMO level (alpha / beta): -9.13 / -8.46 eV
- Energy relative to the best compared isomer or geometry (same formula, charge and spin): 418.98 kJ/mol
- Orbital gap (alpha / beta): 8.91 / 6.47 eV
- Spin multiplicity: 1

XYZ file:
```
12
Properties=species:S:1:pos:R:3:lowdin_charge:R:1
C -0.88867 -0.71399 1.35425 -0.056
C -1.87508 -1.40632 0.85968 -0.120
C -0.06158 0.30128 0.67749 -0.471
C 1.39738 0.87385 -1.20510 -0.150
N 0.25317 0.18107 -0.67303 -0.533
O 0.23714 1.34040 1.31764 0.058
F -2.73234 -2.29326 1.13560 0.144
S -0.60766 -0.70384 -1.84714 0.741
H -0.62962 -0.75481 2.38824 0.112
H 1.29660 1.84114 -0.72524 0.075
H 2.30940 0.35347 -0.89174 0.092
H 1.30127 0.98101 -2.39067 0.109
```